Here is a molecular structure, C25H46Cl2N3O5SiV from the Open Molecules 2025 dataset. Energies are from ωB97M-V/def2-TZVPD.

**<S²>**: 2.15
**Energy above the lowest of the compared OMol25 structures with the same formula, charge and spin**: 187.8 kcal/mol
**Spin multiplicity**: 3
**Orbital gap (spin up / spin down)**: 4.06 / 3.94 eV

Element x y z (Å)
V  0.598  0.163  1.113
Cl  2.643  1.588  1.007
Cl  -0.730  -2.190  -3.175
Si  -1.622  -0.444  -2.558
O  1.136  -0.184  -0.757
O  0.534  0.032  3.177
O  1.809  2.889  3.221
O  -0.891  -1.600  1.675
O  -0.907  1.586  1.176
N  -1.366  -3.696  2.378
N  -1.792  3.699  1.287
N  -0.787  0.351  5.035
C  3.435  1.087  3.643
C  -1.360  -4.145  0.996
C  1.761  2.566  -4.835
C  -3.103  3.222  0.832
C  -2.004  0.802  4.342
C  -1.421  5.083  1.078
C  2.370  -1.582  -2.430
C  0.942  2.041  -5.839
C  0.386  0.124  4.437
C  -1.481  -4.725  3.404
C  1.832  -0.221  -2.045
C  0.854  -0.001  -4.561
C  -2.592  -0.326  -4.098
C  2.076  1.829  -3.674
C  2.654  -1.922  -3.710
C  0.536  0.728  -5.717
C  2.845  -2.500  -1.347
C  -0.868  1.465  -2.382
C  1.487  0.565  -3.440
C  3.098  -3.265  -4.158
C  -0.757  2.826  1.322
C  -1.124  -2.402  2.603
C  2.570  2.029  2.865
C  -2.201  -0.763  -0.821
C  -0.797  0.335  6.487
H  3.525  1.500  4.665
H  -1.384  -1.224  -0.281
H  -3.021  -1.491  -0.729
H  -2.193  0.203  3.449
H  -3.748  4.103  0.690
H  -1.520  -5.225  1.000
H  -0.012  1.610  -1.644
H  -0.439  1.888  -3.312
H  -2.729  0.715  -4.351
H  -0.411  -3.936  0.497
H  -2.057  -0.859  -4.901
H  0.029  0.214  -6.547
H  2.924  -3.437  -5.225
H  -2.842  0.670  5.028
H  1.265  -0.003  5.102
H  0.582  -1.059  -4.586
H  2.902  0.117  3.661
H  2.732  2.234  -2.892
H  -2.463  0.144  -0.299
H  2.506  -2.169  -0.351
H  2.717  0.337  -1.712
H  -0.886  5.178  0.127
H  -1.946  1.857  4.037
H  0.003  -0.335  6.807
H  -3.537  2.524  1.561
H  -1.754  -0.040  6.841
H  2.412  -3.504  -1.519
H  -0.493  -4.970  3.831
H  0.260  3.300  1.453
H  -2.155  -4.436  4.224
H  -1.629  2.187  -2.021
H  -0.759  5.433  1.872
H  4.454  0.982  3.196
H  -2.287  5.723  1.076
H  2.245  3.538  -4.969
H  2.707  -1.187  -4.535
H  0.720  2.608  -6.744
H  4.177  -3.351  -3.998
H  -2.177  -3.698  0.423
H  3.953  -2.553  -1.394
H  -1.133  -2.094  3.669
H  -0.615  1.338  6.898
H  -3.496  -0.860  -3.794
H  -1.830  -5.639  2.915
H  -2.972  2.700  -0.122
H  2.612  -4.081  -3.630

Let us look at the Löwdin charges, expressed in e, one per atom: V 0.63; Cl 0.65; Cl 0.47; Si 0.25; O -0.45; O -0.21; O 0.00; O -0.09; O -0.11; N -0.17; N -0.18; N -0.20; C -0.09; C -0.03; C -0.09; C -0.02; C -0.02; C -0.06; C -0.28; C -0.11; C -0.30; C -0.04; C -0.30; C -0.17; C -0.26; C -0.05; C -0.17; C -0.09; C -0.05; C -0.15; C -0.20; C -0.11; C -0.26; C -0.27; C -0.72; C -0.21; C -0.06; H 0.09; H -0.02; H 0.04; H 0.08; H 0.09; H 0.08; H 0.03; H 0.01; H 0.03; H 0.10; H 0.01; H 0.11; H 0.07; H 0.08; H 0.13; H 0.02; H 0.07; H 0.11; H 0.01; H 0.06; H 0.11; H 0.10; H 0.09; H 0.08; H 0.09; H 0.08; H 0.08; H 0.09; H 0.14; H 0.09; H 0.01; H 0.09; H 0.09; H 0.08; H 0.10; H 0.11; H 0.10; H 0.08; H 0.09; H 0.09; H 0.14; H 0.09; H 0.03; H 0.08; H 0.08; H 0.06


Here is a molecular structure, C25H46F6NO9PPb from the Open Molecules 2025 dataset. Energies are from ωB97M-V/def2-TZVPD.

**Spin multiplicity**: 1
**Orbital gap**: 6.38 eV

Element x y z (Å)
Pb  -1.319  -0.230  -0.480
P  -3.434  1.312  -2.379
F  -3.191  1.991  -3.801
F  -4.586  0.327  -2.893
F  -3.572  0.625  -0.879
F  -2.177  2.159  -1.775
F  -4.488  2.431  -1.938
F  -2.303  0.155  -2.723
O  0.959  3.082  1.787
O  -2.349  -0.290  1.782
O  2.534  1.667  -2.934
O  -2.969  -2.259  -0.181
O  0.620  1.354  -1.807
O  -0.761  1.972  0.860
O  0.182  -2.127  0.133
O  -1.082  3.850  2.032
O  2.056  2.998  -1.278
N  1.275  -1.746  -0.660
C  2.906  -2.808  0.858
C  1.636  1.943  -1.985
C  2.456  -1.535  0.160
C  -2.959  -3.353  0.729
C  1.482  -4.014  -1.861
C  3.710  2.409  -2.738
C  -3.689  -0.368  2.340
C  4.179  3.823  -0.572
C  1.116  4.418  2.246
C  0.191  -2.083  -2.821
C  3.290  3.557  -1.800
C  -0.290  5.002  2.393
C  -2.115  0.472  3.956
C  1.339  -2.484  -1.927
C  -1.421  -0.381  2.879
C  2.591  -1.978  -2.711
C  3.908  -1.917  -1.923
C  -0.729  5.481  3.796
C  -0.329  2.907  1.468
C  3.664  -1.021  -0.701
C  -4.245  -3.988  -1.063
C  -3.095  -4.536  -0.239
C  -3.597  0.405  3.626
C  -3.940  -2.483  -1.215
C  2.222  -0.331  1.115
H  5.118  3.268  -0.650
H  -3.733  -3.321  1.501
H  -4.295  0.073  1.554
H  3.790  -2.769  1.499
H  4.238  -2.902  -1.594
H  -2.257  -4.620  -0.936
H  1.626  4.370  3.212
H  -3.685  -2.202  -2.235
H  4.607  -1.021  -0.138
H  -0.461  5.841  1.719
H  3.742  3.460  0.352
H  3.595  0.044  -0.926
H  1.664  0.407  0.542
H  2.425  -0.932  -2.987
H  4.137  2.748  -3.681
H  0.110  -1.010  -3.004
H  -0.493  0.053  2.512
H  0.690  -4.439  -1.238
H  0.081  6.161  4.073
H  1.608  -0.626  1.976
H  3.260  -3.492  0.081
H  4.467  4.873  -0.556
H  3.132  -0.042  1.644
H  4.526  1.824  -2.306
H  -1.986  0.005  4.935
H  -4.066  1.374  3.436
H  -3.283  -5.493  0.244
H  1.734  5.064  1.627
H  3.056  4.474  -2.336
H  1.308  -4.506  -2.825
H  -1.985  -3.297  1.219
H  -0.761  -2.300  -2.316
H  -1.621  6.084  3.660
H  4.705  -1.432  -2.492
H  -5.122  -4.099  -0.412
H  0.298  -2.638  -3.752
H  -4.874  -1.961  -0.994
H  2.058  -3.343  1.286
H  -3.942  -1.415  2.519
H  -4.520  -4.520  -1.974
H  2.478  -4.356  -1.591
H  -1.226  -1.405  3.204
H  -1.654  1.458  3.976
H  2.780  -2.478  -3.664
H  -0.804  4.645  4.484
H  -4.140  -0.013  4.473

Let us look at the Löwdin charges, expressed in e, one per atom: Pb 1.71; P 0.16; F -0.12; F -0.12; F -0.26; F -0.19; F -0.12; F -0.26; O 0.08; O -0.32; O 0.08; O -0.28; O 0.08; O 0.05; O -0.37; O 0.10; O 0.07; N -0.21; C -0.03; C -0.56; C -0.50; C -0.19; C -0.03; C -0.10; C -0.15; C -0.01; C -0.09; C -0.06; C -0.25; C -0.28; C -0.13; C -0.51; C -0.17; C -0.13; C -0.17; C -0.01; C -0.54; C -0.14; C -0.17; C -0.14; C -0.15; C -0.17; C -0.03; H 0.08; H 0.12; H 0.13; H 0.08; H 0.09; H 0.12; H 0.14; H 0.12; H 0.12; H 0.15; H 0.08; H 0.09; H 0.06; H 0.10; H 0.14; H 0.06; H 0.09; H 0.08; H 0.09; H 0.07; H 0.05; H 0.08; H 0.09; H 0.12; H 0.11; H 0.12; H 0.11; H 0.13; H 0.15; H 0.08; H 0.12; H 0.05; H 0.08; H 0.11; H 0.11; H 0.09; H 0.12; H 0.08; H 0.11; H 0.11; H 0.06; H 0.13; H 0.10; H 0.12; H 0.09; H 0.11


Here is a gas-phase ion, C25H46N (charge +1) from the Open Molecules 2025 dataset. Energies are from ωB97M-V/def2-TZVPD.

**Structure (SMILES)**: CCCCCCCCCCCCCCCC[N+](C)(C)Cc1ccccc1
**Energy above the lowest of the compared OMol25 structures with the same formula, charge and spin**: 3.7 kcal/mol
**Spin multiplicity**: 1
**Orbital gap**: 9.81 eV
**Total charge**: +1

Element x y z (Å)
N  -3.106  -4.162  2.269
C  -4.102  -3.410  1.423
C  -3.026  -2.709  -0.748
C  0.289  -1.361  2.400
C  2.923  5.410  -3.701
C  -2.375  -3.176  3.121
C  3.070  6.713  -5.860
C  -3.484  -2.371  0.522
C  1.445  -0.635  1.716
C  -3.385  -1.048  0.944
C  -1.208  -3.705  3.951
C  2.749  4.209  -1.453
C  1.705  1.268  -1.669
C  2.000  4.854  -2.620
C  0.708  -1.992  3.728
C  3.610  3.001  -1.826
C  -2.446  -1.752  -1.561
C  2.148  6.165  -4.778
C  -3.838  -5.126  3.108
C  2.158  0.666  -0.341
C  -2.177  -4.897  1.394
C  -2.324  -0.444  -1.122
C  -2.807  -0.092  0.128
C  1.010  -0.035  0.380
C  -0.441  -2.532  4.585
C  2.856  1.849  -2.492
H  -3.141  -5.688  3.726
H  -4.642  -4.147  0.824
H  -1.555  -4.198  0.839
H  2.460  2.187  -3.451
H  2.554  1.451  0.304
H  -0.505  -4.268  3.339
H  4.402  3.324  -2.504
H  1.229  -1.235  4.316
H  -0.012  -2.875  5.527
H  -2.739  -5.507  0.689
H  -2.002  -2.399  2.455
H  -0.071  -2.130  1.711
H  2.023  3.915  -0.690
H  3.573  1.050  -2.702
H  3.650  6.084  -3.242
H  1.421  -2.796  3.534
H  2.266  -1.335  1.550
H  1.599  6.990  -4.317
H  -4.810  -2.930  2.102
H  3.611  5.905  -6.347
H  -1.134  -1.723  4.821
H  -3.138  -3.718  -1.116
H  3.402  4.961  -1.002
H  1.414  5.494  -5.232
H  1.222  0.486  -2.263
H  -1.542  -5.555  1.982
H  -1.869  0.300  -1.756
H  3.796  7.399  -5.430
H  1.814  0.160  2.367
H  0.203  0.680  0.553
H  1.313  4.132  -3.067
H  -0.519  -0.645  2.573
H  -2.095  -2.028  -2.543
H  0.959  2.042  -1.480
H  2.961  -0.052  -0.526
H  -2.740  0.930  0.466
H  3.476  4.595  -4.173
H  0.612  -0.828  -0.261
H  -4.540  -4.606  3.757
H  -3.776  -0.757  1.908
H  2.499  7.248  -6.616
H  1.394  5.673  -2.224
H  -1.575  -4.359  4.743
H  4.099  2.635  -0.920
H  -4.390  -5.825  2.483
H  -3.108  -2.726  3.794

Let us look at the Löwdin charges, expressed in e, one per atom: N -0.32; C -0.07; C -0.04; C -0.23; C -0.23; C -0.14; C -0.12; C -0.23; C -0.21; C -0.05; C -0.16; C -0.21; C -0.22; C -0.22; C -0.20; C -0.21; C -0.05; C -0.28; C 0.01; C -0.21; C 0.01; C -0.06; C -0.06; C -0.23; C -0.19; C -0.21; H 0.11; H 0.15; H 0.11; H 0.10; H 0.11; H 0.11; H 0.11; H 0.12; H 0.12; H 0.12; H 0.09; H 0.10; H 0.10; H 0.11; H 0.12; H 0.12; H 0.12; H 0.11; H 0.14; H 0.07; H 0.12; H 0.12; H 0.11; H 0.11; H 0.11; H 0.11; H 0.11; H 0.07; H 0.12; H 0.11; H 0.10; H 0.12; H 0.11; H 0.10; H 0.12; H 0.12; H 0.11; H 0.11; H 0.12; H 0.12; H 0.07; H 0.11; H 0.11; H 0.10; H 0.12; H 0.15


One value per record, in order, for energy: -99985.382 -77434.487 -28156.387 eV.